Record 1
22
Properties=species:S:1:pos:R:3:forces:R:3 method="wB97M-V/def2-TZVPD" homo_lumo_gap_ev=8.85 de_lowest_kj_mol=9.2 smiles="O=C1CN2Cc3ncccc3N=C2N1" e_tot_ev=-17470.0491
O -3.915 0.300 2.314 -1.82 -0.15 0.84
N -0.883 -0.689 -0.806 0.07 -1.53 -3.69
N -0.693 0.582 1.119 -1.74 -0.79 1.15
N -2.708 -0.261 0.494 0.02 0.72 0.24
N 2.723 0.142 -0.435 -2.87 1.02 2.04
C 0.674 1.014 0.860 1.48 0.56 -0.11
C 1.397 0.081 -0.152 -0.82 -0.39 -1.99
C 2.332 -1.182 -2.409 -2.13 0.45 0.42
C -1.430 -0.142 0.138 3.74 1.86 2.88
C -2.903 0.305 1.695 -0.38 0.25 1.52
C -1.658 0.963 2.207 1.40 -1.10 -1.89
C 0.902 -1.209 -2.233 2.21 -0.25 -0.73
C 3.108 -0.463 -1.528 1.50 -1.03 -0.39
C 0.474 -0.581 -1.075 0.55 0.15 1.17
H -1.882 1.980 2.221 -0.13 2.12 -0.11
H 0.190 -1.678 -2.985 1.02 0.62 1.37
H -1.476 0.703 3.244 0.49 -0.62 -0.04
H 4.194 -0.451 -1.653 -0.24 -0.02 -0.29
H 2.872 -1.679 -3.174 -0.01 -0.40 -0.91
H 1.336 1.261 1.768 -1.33 -0.81 -1.03
H -3.270 -0.951 0.093 -1.16 -0.93 -0.64
H 0.618 1.954 0.296 0.16 0.28 0.19



Record 2
21
Properties=species:S:1:pos:R:3:forces:R:3 method="wB97M-V/def2-TZVPD" homo_lumo_gap_ev="5.98 / 5.98" de_lowest_kj_mol=275.6 total_charge=-1 e_tot_ev=-25881.4839
S 1.818 3.141 0.907 -0.71 -1.39 0.04
O 1.105 4.319 0.382 0.09 -0.61 0.16
O 1.275 2.613 2.187 0.32 0.66 -0.67
N 1.897 0.495 -1.291 0.53 0.19 -2.29
C -1.170 -1.727 0.467 -1.71 -0.18 0.24
C -2.155 0.385 1.154 -2.28 0.18 -0.55
C -0.063 0.396 0.101 0.69 -2.79 -1.29
C 1.052 -1.605 -0.805 -0.02 -2.04 -2.24
C -1.044 1.078 0.742 0.42 1.45 2.17
C 1.127 0.968 -0.432 0.95 3.40 1.88
C 1.433 -0.731 -1.985 -0.46 -0.09 -0.02
C -2.295 -0.984 0.946 1.10 -0.35 0.60
C -0.089 -1.060 -0.059 -0.87 2.22 0.84
H 2.292 -1.174 -2.583 -1.13 0.51 0.67
H 1.987 -1.649 -0.253 -0.08 -0.71 0.55
H -3.141 -1.589 1.295 0.09 0.62 -0.19
H -0.886 2.064 1.285 -0.02 -0.87 -1.79
H -1.364 -2.820 0.501 0.81 0.60 -0.43
H -2.975 1.089 1.420 0.26 -1.18 0.51
H 0.717 -2.527 -1.339 0.56 -0.22 1.18
H 0.481 -0.682 -2.639 1.48 0.61 0.63



Record 3
19
Properties=species:S:1:pos:R:3:forces:R:3 method="wB97M-V/def2-TZVPD" homo_lumo_gap_ev=8.22 de_lowest_kj_mol=490.8 e_tot_ev=-13552.6005
O -1.333 2.195 0.155 -3.13 3.91 0.70
O 4.290 -0.489 0.316 -3.92 0.46 0.75
C -2.354 0.134 0.233 -5.81 -5.00 2.43
C 0.064 -1.065 -0.330 5.32 -2.27 -2.24
C 0.024 0.297 -0.128 1.18 0.88 -1.24
C -2.226 -1.323 0.225 2.10 4.02 -1.83
C 1.203 1.229 -0.418 -2.39 -0.81 2.32
C 2.512 0.932 -0.263 -6.06 -4.25 2.03
C 3.057 -0.243 0.399 1.55 -2.99 0.48
C -0.997 -1.846 -0.213 -5.56 -4.16 1.15
C -1.278 0.849 0.045 2.34 2.71 0.69
H -3.102 -1.860 0.156 -1.68 -1.43 0.47
H 2.205 -1.017 1.029 2.66 2.24 -1.56
H -2.321 2.723 0.371 4.20 -3.23 -1.01
H 0.723 2.231 -0.405 1.35 -0.25 -1.19
H -1.174 -2.991 -0.425 1.55 2.30 0.25
H -3.468 0.497 0.635 3.31 -0.35 -1.46
H 3.147 1.541 -0.592 5.35 5.12 -2.25
H 1.027 -1.794 -0.790 -2.36 3.07 1.49



Record 4
37
Properties=species:S:1:pos:R:3:forces:R:3 method="wB97M-V/def2-TZVPD" homo_lumo_gap_ev=6.48 total_charge=-1 e_tot_ev=-226584.5434
I 3.571 0.027 2.171 -0.03 0.05 -0.04
Cl -4.517 6.461 -1.555 0.01 0.01 0.02
Cl 6.103 -5.429 5.094 0.02 0.00 -0.01
Cl -7.099 5.694 -2.587 -0.02 0.00 0.00
Cl 0.354 2.989 -1.503 0.08 0.17 -0.35
Cl -5.382 7.419 -4.134 0.00 0.02 -0.01
Cl -2.446 -0.381 -5.918 0.00 0.00 0.00
Cl -4.804 0.746 -4.695 -0.02 0.00 0.00
Cl 3.505 -4.511 5.912 -0.04 -0.09 0.17
Cl -2.196 1.392 -3.655 -0.02 -0.26 0.06
Cl -3.020 2.433 -6.206 0.00 0.03 -0.02
Cl 1.199 3.580 -4.200 0.01 0.01 -0.02
Cl -1.344 4.530 -3.231 0.02 0.36 0.00
Cl 1.108 5.694 -2.236 -0.01 0.00 0.01
Cl 3.932 -7.307 5.364 -0.01 -0.03 0.00
Cl 5.107 -6.113 7.714 0.00 -0.01 0.02
Cl -4.695 4.642 -3.779 -0.03 -0.06 -0.06
Al 2.456 -2.224 2.982 0.06 -0.46 0.01
O 1.341 -1.936 4.318 -0.08 0.05 -0.28
C 0.461 -1.424 -0.235 -0.14 0.35 0.21
C 0.335 4.199 -2.784 0.01 -0.10 0.06
C 4.648 -5.821 6.019 -0.01 0.03 0.02
C -3.110 1.043 -5.110 0.01 0.01 0.00
C -0.097 1.081 0.477 0.04 0.05 0.64
C 1.553 -3.093 1.413 -0.31 0.77 -0.09
C -5.422 6.053 -3.012 0.03 -0.01 0.02
C 0.142 -0.041 0.134 0.02 -0.50 -0.28
C 0.239 -2.407 0.952 0.52 0.12 -0.04
H 1.511 -1.424 -0.538 -0.05 -0.14 -0.08
H -0.164 2.000 1.000 -0.17 0.17 -0.06
H -0.160 -1.701 -1.091 0.14 -0.05 -0.06
H -0.163 -1.798 1.766 -0.35 -0.26 0.00
H 0.467 -1.703 3.995 -0.07 0.08 0.21
H 3.603 -3.176 3.523 0.29 0.12 -0.09
H 2.245 -3.066 0.564 0.07 -0.43 0.06
H 1.349 -4.128 1.702 0.14 -0.06 -0.10
H -0.507 -3.146 0.649 -0.13 0.09 0.10